# C27H25F5N3O2RuSeTe

A molecular structure, C27H25F5N3O2RuSeTe (the ωB97M-V functional and the def2-TZVPD basis, the OMol25 dataset).

The LUMO energy (spin up / spin down) comes out at 4.012 / 3.186 eV. The gap between HOMO and LUMO (spin up / spin down) comes out at 3.81 / 5.45 eV. The calculation puts the energy above the lowest of the compared OMol25 structures with the same formula, charge and spin at 0.00 kcal per mole. As for the multiplicity: 6. The value obtained for the electronic energy is -125777.22393 eV. The HOMO energy (spin up / spin down) is 0.21 / -2.26 eV. As for the net charge: -2.

Cartesian coordinates (Å):
Ru (0.519, -0.323, -0.055)
C (-2.314, -0.279, 1.014)
N (-1.545, 0.461, -0.013)
C (-2.286, 0.378, -1.303)
C (-1.968, -0.856, -2.132)
C (-0.657, -0.720, -2.890)
N (0.514, -0.549, -2.054)
C (1.650, -0.269, -2.763)
C (2.946, -0.125, -2.238)
C (4.005, 0.299, -3.088)
C (5.304, 0.417, -2.649)
C (5.621, 0.115, -1.321)
C (4.615, -0.304, -0.459)
C (3.291, -0.434, -0.878)
O (2.403, -0.885, -0.009)
C (-1.502, 1.877, 0.454)
C (-0.884, 2.905, -0.494)
C (0.441, 2.441, -1.121)
N (1.138, 1.570, -0.221)
C (2.040, 2.115, 0.631)
C (2.401, 1.571, 1.875)
C (3.516, 2.090, 2.586)
C (3.865, 1.641, 3.842)
C (3.116, 0.635, 4.454)
C (2.025, 0.092, 3.779)
C (1.648, 0.521, 2.508)
O (0.575, -0.012, 1.944)
H (-3.269, 0.228, 1.198)
H (-1.722, -0.322, 1.926)
H (-2.537, -1.281, 0.653)
H (-2.036, 1.260, -1.894)
H (-3.357, 0.423, -1.077)
H (-2.775, -0.977, -2.860)
H (-2.010, -1.758, -1.521)
H (-0.754, 0.162, -3.556)
H (-0.526, -1.583, -3.560)
H (1.533, -0.108, -3.835)
H (3.758, 0.538, -4.118)
H (6.075, 0.751, -3.336)
H (6.638, 0.217, -0.961)
H (4.818, -0.530, 0.581)
H (-0.938, 1.849, 1.387)
H (-2.531, 2.185, 0.685)
H (-0.709, 3.796, 0.119)
H (-1.593, 3.205, -1.273)
H (1.060, 3.315, -1.367)
H (0.250, 1.911, -2.057)
H (2.560, 3.013, 0.289)
H (4.109, 2.862, 2.104)
H (4.729, 2.064, 4.344)
H (3.385, 0.267, 5.438)
H (1.430, -0.699, 4.223)
Te (1.242, -3.602, -1.327)
F (-6.542, -1.922, 2.874)
C (-5.801, -2.306, 1.807)
C (-5.937, -1.651, 0.596)
F (-6.815, -0.617, 0.510)
C (-5.166, -2.083, -0.472)
F (-5.358, -1.364, -1.642)
C (-4.269, -3.111, -0.425)
Se (-0.216, -2.643, 0.336)
C (-4.177, -3.725, 0.794)
F (-3.321, -4.780, 0.992)
C (-4.910, -3.361, 1.916)
F (-4.798, -3.992, 3.110)

Atomic forces in eV per Å
-0.220 0.260 0.050
0.056 -0.010 -0.070
-0.203 0.167 -0.027
0.084 0.004 0.036
-0.053 0.029 0.016
-0.040 0.010 -0.022
0.041 -0.056 -0.264
0.038 0.026 0.026
0.007 -0.019 -0.013
-0.012 -0.002 -0.016
0.013 0.006 -0.013
0.017 0.006 -0.009
-0.017 0.016 -0.016
0.026 0.068 -0.015
0.219 -0.324 -0.029
-0.008 -0.089 0.023
-0.045 0.024 -0.011
0.029 -0.004 0.027
0.049 0.163 -0.092
-0.053 -0.032 0.090
0.034 0.036 -0.010
0.008 0.008 0.005
0.026 0.023 0.005
0.014 -0.007 0.035
-0.012 0.012 -0.037
0.029 -0.007 0.055
-0.059 -0.035 0.043
-0.001 0.000 0.025
-0.027 -0.022 0.001
-0.001 -0.030 0.018
0.011 -0.011 -0.002
-0.019 -0.003 -0.019
0.013 0.016 -0.008
0.021 -0.010 -0.017
0.023 -0.033 -0.011
-0.028 -0.039 0.061
-0.012 0.011 0.006
0.004 -0.001 -0.003
0.010 -0.002 0.008
0.005 -0.001 -0.001
0.013 0.007 0.009
-0.009 0.042 -0.014
0.007 0.013 -0.007
0.030 -0.015 0.010
0.009 -0.005 -0.005
-0.027 -0.003 0.002
-0.015 -0.007 0.003
0.007 -0.002 0.010
0.000 0.005 -0.005
-0.002 -0.002 0.005
0.002 0.003 0.001
0.002 -0.002 0.007
0.053 0.086 -0.078
0.029 -0.016 -0.022
-0.013 0.007 0.011
0.046 -0.047 0.040
0.005 -0.006 -0.019
0.000 0.031 0.075
0.005 -0.008 -0.018
-0.012 -0.041 -0.065
0.002 -0.289 0.265
-0.125 0.093 0.106
0.020 -0.055 -0.027
0.005 0.078 -0.103
0.002 -0.015 -0.006

Quick look at the Mulliken charges, all values in e: Ru 0.4123; C -1.3414; N 1.6509; C -0.7811; C -0.3678; C -1.4737; N 1.1431; C -1.4402; C 1.1767; C -1.0523; C -0.4513; C -0.6092; C -0.3602; C 0.3063; O -0.8580; C -1.0452; C -1.0547; C -0.9503; N 0.8041; C -1.1917; C 1.4262; C -0.9894; C -0.6198; C -0.5375; C -0.6429; C 0.2360; O -0.2860; H 0.4910; H 0.0831; H 0.0461; H 0.3893; H 0.4342; H 0.4245; H -0.2196; H 0.4026; H 0.3634; H 0.1346; H 0.3081; H 0.3502; H 0.3684; H 0.4472; H 0.3899; H 0.4394; H 0.4375; H 0.4818; H 0.5907; H 0.0664; H 0.0147; H 0.3042; H 0.3429; H 0.3761; H 0.3853; Te -0.0556; F -0.3642; C 0.5491; C 0.0434; F -0.3858; C 0.7707; F -0.4171; C -1.2400; Se -0.0695; C 0.7737; F -0.3833; C 0.1807; F -0.3571

# C27H25IrN4O7S4Sb

A molecular structure, C27H25IrN4O7S4Sb (the ωB97M-V functional and the def2-TZVPD basis, the OMol25 dataset).

The LUMO energy comes out at 1.202 eV. The gap between HOMO and LUMO comes out at 6.01 eV. The calculation puts the energy above the lowest of the compared OMol25 structures with the same formula, charge and spin at 17.76 kcal per mole. As for the multiplicity: 1. The value obtained for the electronic energy is -101416.17631 eV. The HOMO energy is -4.81 eV. As for the net charge: -1.

Cartesian coordinates (Å):
Ir (-1.037, 0.302, -0.452)
S (1.644, 4.865, -0.107)
Sb (1.589, 2.701, 0.596)
S (2.413, 0.579, 1.397)
S (-0.668, 2.316, 1.104)
C (-0.698, -0.058, 6.926)
C (-0.450, 0.322, 5.466)
C (1.066, 0.434, 5.234)
C (-1.105, 1.683, 5.195)
C (-0.983, -0.729, 4.493)
C (-1.405, -2.002, 4.909)
C (-1.770, -2.980, 4.001)
C (-1.704, -2.679, 2.648)
S (-2.032, -3.704, 1.283)
C (-1.655, -2.391, 0.226)
N (-1.310, -1.280, 0.819)
C (-1.320, -1.410, 2.212)
C (-0.970, -0.438, 3.136)
C (-1.740, -2.397, -1.223)
C (-2.001, -3.522, -2.004)
C (-2.031, -3.394, -3.378)
C (-1.795, -2.145, -3.957)
C (-1.543, -1.030, -3.173)
C (-1.511, -1.126, -1.776)
H (-0.338, 0.744, 7.573)
H (-0.165, -0.971, 7.201)
H (-1.764, -0.200, 7.126)
H (1.502, 1.173, 5.913)
H (1.285, 0.734, 4.207)
H (1.552, -0.529, 5.409)
H (-0.754, 2.415, 5.927)
H (-2.193, 1.609, 5.276)
H (-0.863, 2.061, 4.201)
H (-1.446, -2.244, 5.963)
H (-2.093, -3.957, 4.336)
H (-0.680, 0.537, 2.764)
H (-2.174, -4.485, -1.533)
H (-2.226, -4.256, -4.004)
H (-1.806, -2.046, -5.038)
H (-1.360, -0.072, -3.649)
N (-2.248, 3.593, -2.602)
C (-2.115, 2.525, -1.801)
O (-1.075, 1.849, -1.862)
C (-3.230, 2.173, -0.866)
C (-3.016, 0.776, -0.245)
H (-1.438, 3.906, -3.112)
H (-3.009, 4.233, -2.472)
H (-4.180, 2.248, -1.405)
H (-3.224, 2.932, -0.081)
H (-3.666, 0.049, -0.739)
H (-3.299, 0.806, 0.811)
O (1.809, 2.028, -1.439)
C (1.729, 0.824, -1.857)
O (0.989, -0.066, -1.439)
C (2.677, 0.478, -2.977)
C (2.941, -0.859, -3.241)
C (3.880, -1.172, -4.203)
C (4.543, -0.203, -4.926)
C (4.231, 1.114, -4.665)
C (3.317, 1.477, -3.694)
N (4.913, 2.169, -5.454)
O (5.781, 1.821, -6.228)
O (4.559, 3.314, -5.284)
N (4.202, -2.597, -4.470)
O (3.596, -3.436, -3.845)
O (5.055, -2.833, -5.301)
H (2.429, -1.634, -2.688)
H (5.280, -0.465, -5.668)
H (3.109, 2.519, -3.495)

Atomic forces in eV per Å
-0.570 0.616 -0.399
0.669 -0.267 0.497
-0.908 -1.773 -0.128
0.269 1.882 -0.205
0.135 -0.070 -0.139
-0.051 0.002 -0.043
0.042 -0.018 0.012
-0.038 0.048 -0.027
-0.036 -0.030 -0.020
-0.019 -0.059 0.027
0.008 0.033 -0.020
0.009 0.007 -0.035
-0.027 -0.105 -0.007
-0.035 -0.039 -0.001
-0.124 -0.140 -0.205
0.259 0.073 0.123
0.063 0.002 -0.043
0.057 0.178 -0.040
-0.054 -0.007 -0.028
-0.036 -0.013 0.099
0.004 -0.027 -0.067
-0.039 0.019 0.018
-0.083 -0.054 0.111
0.239 0.038 -0.003
0.004 -0.020 -0.001
-0.024 0.013 0.013
0.027 -0.009 0.023
-0.016 -0.019 -0.012
0.033 -0.006 0.026
0.009 0.025 0.014
0.002 -0.012 -0.017
0.021 0.027 0.012
-0.022 -0.008 0.013
0.016 0.015 -0.016
0.030 0.006 0.012
0.122 -0.083 -0.016
0.015 -0.009 -0.053
0.007 0.002 0.008
-0.009 -0.027 0.017
0.039 -0.012 0.028
0.033 -0.010 -0.119
0.010 0.095 0.068
-0.087 -0.211 -0.227
-0.084 -0.200 0.023
0.087 0.026 0.331
0.045 0.018 0.074
-0.015 -0.008 0.044
0.010 0.088 0.012
0.039 0.058 -0.052
0.027 -0.034 -0.009
-0.117 0.027 -0.034
0.043 -0.047 -0.218
-0.037 0.171 0.311
0.035 -0.139 0.204
-0.011 -0.006 0.104
-0.061 -0.135 0.052
0.025 -0.063 -0.024
0.252 -0.073 -0.260
0.005 0.021 -0.045
0.016 0.168 -0.008
-0.117 -0.191 0.130
0.077 -0.091 -0.062
-0.073 0.114 0.055
-0.059 0.255 0.026
-0.092 -0.056 0.092
0.084 0.034 -0.090
-0.010 0.044 0.025
-0.014 -0.007 -0.008
0.005 -0.029 0.080

Quick look at the Mulliken charges, all values in e: Ir 2.2267; S -0.6189; Sb 0.7646; S -0.5830; S -0.6277; C -2.2847; C 2.4643; C -1.3548; C -1.5913; C -0.1740; C -0.2183; C -1.2598; C 0.6377; S -0.4618; C 0.8168; N 0.3855; C -1.7854; C 1.2075; C 0.5698; C -0.5842; C -0.8164; C -0.8012; C -0.4798; C -0.3908; H 0.4421; H 0.3999; H 0.4513; H 0.3936; H 0.1974; H 0.3371; H 0.4535; H 0.3542; H 0.2912; H 0.4219; H 0.3781; H -0.3300; H 0.4100; H 0.3662; H 0.4141; H 0.4451; N -0.4607; C 0.8011; O -0.8123; C -1.0608; C -1.3463; H 0.2527; H 0.1965; H 0.4246; H 0.3899; H 0.6659; H 0.4557; O -0.6092; C 0.2073; O -0.7674; C 0.2807; C -0.3544; C -0.2160; C -0.3022; C -0.2166; C -0.5777; N 1.0552; O -0.6302; O -0.6118; N 1.0833; O -0.6199; O -0.6401; H 0.6725; H 0.6049; H 0.6687